1.
The following is a quantum chemistry calculation of an isolated molecule of C26H37N5O6, from the OMol25 dataset.

The geometry in XYZ format:
```
74
Properties=species:S:1:pos:R:3
C -3.19777 0.68183 3.45147
C -3.79367 0.22044 2.12049
C -5.21372 0.75555 1.93449
C -3.80051 -1.30772 2.05020
O -2.95060 0.64037 1.02180
C -2.75763 1.96297 0.80227
O -3.21225 2.86377 1.46756
N -1.99995 2.13913 -0.30177
C -1.44763 3.43371 -0.63206
C 0.01047 3.57049 -0.17761
C 0.93943 2.69194 -1.01683
C 2.25022 2.34668 -0.30837
C 2.86907 1.06899 -0.88844
N 2.04517 -0.08208 -0.58024
C 2.16759 -0.77733 0.55626
O 3.09997 -0.70215 1.34331
C 1.07428 -1.74390 0.82195
N 1.25481 -2.63334 1.84091
C 0.13871 -3.38088 1.94051
N -0.75187 -3.03036 1.05635
C -0.20051 -2.00424 0.33741
C -1.00108 -1.33907 -0.70068
O -0.59290 -0.36942 -1.34156
N -2.20829 -1.91318 -0.84575
C -3.30268 -1.51974 -1.61480
C -4.47513 -2.26531 -1.49081
C -5.60584 -1.91023 -2.19933
C -5.58255 -0.81105 -3.04278
C -4.41485 -0.08113 -3.18128
C -3.27567 -0.42965 -2.47879
C 4.30730 0.86072 -0.38371
O 4.90340 1.67536 0.26676
O 4.78676 -0.26871 -0.87883
C 6.13045 -0.71698 -0.55805
C 7.14913 0.22282 -1.20201
C 6.20922 -2.11102 -1.18127
C 6.32489 -0.79232 0.95453
H -3.79997 0.30547 4.27372
H -3.17751 1.76688 3.49546
H -2.18189 0.30509 3.55440
H -5.58822 0.47329 0.95209
H -5.86546 0.33818 2.69709
H -5.22008 1.83858 2.01461
H -2.78392 -1.69257 2.06423
H -4.34151 -1.70925 2.90224
H -4.29131 -1.63094 1.13694
H -1.58613 1.31717 -0.71988
H -1.52278 3.58328 -1.71288
H -2.06945 4.17275 -0.12253
H 0.06468 3.27150 0.87091
H 0.31317 4.61625 -0.24037
H 0.41139 1.76720 -1.24502
H 1.15387 3.18637 -1.96643
H 2.07289 2.17554 0.75518
H 2.97116 3.15983 -0.39122
H 2.92763 1.14189 -1.98169
H 1.15349 -0.15350 -1.07424
H 2.09683 -2.65162 2.39870
H 0.00507 -4.16396 2.65962
H -2.36069 -2.69440 -0.21386
H -4.49237 -3.12615 -0.83655
H -6.50927 -2.49195 -2.09117
H -6.46874 -0.52993 -3.59104
H -4.38688 0.77152 -3.84291
H -2.36971 0.13795 -2.60224
H 7.04782 1.22259 -0.78845
H 6.99288 0.26842 -2.27787
H 8.15466 -0.13876 -1.00587
H 7.20304 -2.52634 -1.04279
H 5.99142 -2.05663 -2.24480
H 5.48021 -2.76670 -0.71259
H 6.41506 0.20378 1.37736
H 5.46281 -1.27422 1.40850
H 7.22206 -1.36164 1.18204
```

The spin multiplicity is 1. For the strongest force on any atom, the calculation gives 0.95 eV Å⁻¹. As for the structure (SMILES): CC(C)(C)OC(=O)NCCCC[C@H](NC(=O)c1[nH]cnc1C(=O)Nc1ccccc1)C(=O)OC(C)(C)C. Its LUMO energy is 0.08 eV. As for the gap between HOMO and LUMO: 8.807 eV.

2.
The following is a quantum chemistry calculation of an isolated molecule of C26H37NO3, from the OMol25 dataset.

The geometry in XYZ format:
```
67
Properties=species:S:1:pos:R:3
C 5.03873 -1.36876 -2.48485
C 3.68449 -2.08550 -2.49113
C 3.59303 -3.09595 -3.62749
C 2.60407 -1.03151 -2.64105
O 2.07114 -0.71781 -3.66928
O 2.33906 -0.46992 -1.44926
C 1.39416 0.55762 -1.39365
C 1.59835 1.73086 -2.09742
C 0.65680 2.74190 -2.03054
C -0.47674 2.58124 -1.24983
C -1.52437 3.66508 -1.16850
O -2.84123 3.16300 -1.13173
C -0.66061 1.40128 -0.53801
C 0.26092 0.37099 -0.59813
C 0.09503 -0.96205 0.08940
C -1.11193 -1.09560 1.03166
C -0.93440 -0.40316 2.39652
N -1.53090 0.91689 2.47519
C -2.98063 0.89793 2.63972
C -3.47884 0.65178 4.07279
C -3.62286 2.17309 2.08715
C -0.79332 1.88724 3.27475
C -0.23928 1.37377 4.61545
C 0.35077 2.48170 2.44735
C 0.01055 -2.04869 -0.96413
C -0.75288 -1.87024 -2.11029
C -0.82955 -2.86651 -3.06644
C -0.15028 -4.05879 -2.88561
C 0.60434 -4.25037 -1.74087
C 0.68357 -3.25041 -0.78821
H 5.18762 -0.84155 -3.42483
H 5.84160 -2.09198 -2.36251
H 5.08826 -0.65171 -1.66852
H 3.53745 -2.58064 -1.52713
H 4.39800 -3.82275 -3.55220
H 2.63955 -3.61700 -3.59162
H 3.66492 -2.58370 -4.58345
H 2.48238 1.83963 -2.70638
H 0.80800 3.65385 -2.58888
H -1.40169 4.36642 -2.00650
H -1.40816 4.22835 -0.23605
H -2.98087 2.61060 -1.90886
H -1.53236 1.30384 0.08721
H 1.00423 -1.14514 0.67579
H -2.01022 -0.73766 0.53107
H -1.25066 -2.16499 1.21122
H -1.34278 -1.06953 3.17398
H 0.13370 -0.30539 2.58794
H -3.33358 0.06114 2.02583
H -4.55928 0.52868 4.06451
H -3.04002 -0.25295 4.48867
H -3.23706 1.49148 4.71960
H -3.25955 2.39749 1.08895
H -3.42118 3.02914 2.72608
H -4.70117 2.04193 2.03739
H -1.49134 2.69857 3.49549
H 0.09356 2.21940 5.21325
H -0.99519 0.83492 5.17843
H 0.61254 0.71474 4.46584
H 0.88120 3.23069 3.03062
H -0.03859 2.94642 1.54747
H 1.05813 1.71236 2.14888
H -1.27878 -0.93866 -2.26086
H -1.41708 -2.70957 -3.95871
H -0.20604 -4.83481 -3.63499
H 1.13769 -5.17854 -1.59180
H 1.27957 -3.40222 0.10147
```

The spin multiplicity is 1. For the strongest force on any atom, the calculation gives 0.90 eV Å⁻¹. As for the structure (SMILES): CC(C)C(=O)Oc1ccc(CO)cc1[C@@H](CCN(C(C)C)C(C)C)c1ccccc1. Its LUMO energy is 0.77 eV. As for the gap between HOMO and LUMO: 8.777 eV.

3.
The following is a quantum chemistry calculation of a cluster of 2 separate species, C26H38BrN4OS in total, from the OMol25 dataset.

The geometry in XYZ format:
```
71
Properties=species:S:1:pos:R:3
C -1.96137 4.82260 0.56691
C -1.44074 4.17681 -0.87585
C -1.86676 2.57340 -0.90080
C -0.98356 1.68697 -1.99469
C -0.33269 0.43792 -1.15393
C 0.00432 -0.89747 -2.06394
C -0.11448 -2.38074 -1.30605
Br -0.66650 -2.63092 0.61223
C 0.25974 -3.77714 -2.14715
C 0.19935 -5.27328 -1.47344
C -1.19550 -6.09826 -1.75413
C -1.26642 -7.39133 -2.81250
N -2.39652 -5.81169 -1.10731
C 0.72775 -3.55467 -3.70989
C 1.16127 -4.90460 -4.58559
C 2.68934 -5.29349 -4.02793
C 3.75539 -4.02837 -3.84442
C 5.30345 -4.26205 -3.26036
C 5.77560 -5.78487 -2.84720
C 4.71315 -7.01928 -3.04771
C 3.17276 -6.80686 -3.62289
C 0.81177 -2.12222 -4.50284
N 1.23581 -1.90314 -5.96988
S 1.08772 -0.14416 -6.14560
N 0.57785 0.43278 -4.55434
C 0.43891 -0.77234 -3.65044
H -2.85597 5.54093 0.33653
H -2.36261 3.99467 1.31247
H -1.03166 5.34447 1.05888
H -1.91513 4.71886 -1.80436
H -0.25855 4.21762 -0.96373
H -1.71549 2.18777 0.21724
H -3.01444 2.40749 -1.13365
H -0.14287 2.36446 -2.50346
H -1.63011 1.23359 -2.86129
H 0.72381 0.82453 -0.75455
H -0.95454 0.18463 -0.18358
H 1.07899 -5.98242 -1.85525
H 0.33000 -5.24961 -0.28736
H -1.82126 -7.12892 -3.81363
H -0.14607 -7.70430 -3.07226
H -1.75615 -8.31286 -2.27523
H -2.24849 -5.01601 -0.44699
H 0.39271 -5.75372 -4.34547
H 1.16966 -4.72087 -5.74285
H 3.47981 -2.90244 -4.09099
H 6.03202 -3.34791 -3.13042
H 6.87333 -5.89555 -2.40711
H 5.03263 -8.10554 -2.74158
H 2.39981 -7.68205 -3.73571
C -0.16223 5.40144 4.30903
N -0.73089 5.59511 5.71765
C -0.11490 6.86393 6.30174
C -0.33747 4.41193 6.58497
C -2.26988 5.78608 5.67891
C -3.05958 4.57849 5.14573
O -2.68677 4.26376 3.81070
H 0.92205 5.53798 4.35663
H -0.36771 4.38239 3.97457
H -0.61033 6.14659 3.64668
H 0.97146 6.73991 6.34266
H -0.51778 7.01257 7.31016
H -0.37944 7.70653 5.65585
H -0.71820 3.49374 6.13520
H -0.76633 4.55913 7.58357
H 0.75498 4.37163 6.64165
H -2.45246 6.66103 5.04302
H -2.58691 6.01551 6.70249
H -4.12745 4.81577 5.15042
H -2.91122 3.69267 5.77411
H -3.19798 3.47339 3.53835
```

The spin multiplicity is 1. For the strongest force on any atom, the calculation gives 6.81 eV Å⁻¹. Its LUMO energy is -2.98 eV. As for the gap between HOMO and LUMO: 6.338 eV. As for the charge: +1.

Q: What is the strongest force on any atom in the second record?
A: 0.90 eV Å⁻¹

Q: Among the records above, which one has the lowest gap between HOMO and LUMO?
A: C26H38BrN4OS

Q: The highest gap between HOMO and LUMO belongs to which entry?
A: C26H37N5O6

Please write out number 3 again, unchanged.
The following is a quantum chemistry calculation of a cluster of 2 separate species, C26H38BrN4OS in total, from the OMol25 dataset.

The geometry in XYZ format:
```
71
Properties=species:S:1:pos:R:3
C -1.96137 4.82260 0.56691
C -1.44074 4.17681 -0.87585
C -1.86676 2.57340 -0.90080
C -0.98356 1.68697 -1.99469
C -0.33269 0.43792 -1.15393
C 0.00432 -0.89747 -2.06394
C -0.11448 -2.38074 -1.30605
Br -0.66650 -2.63092 0.61223
C 0.25974 -3.77714 -2.14715
C 0.19935 -5.27328 -1.47344
C -1.19550 -6.09826 -1.75413
C -1.26642 -7.39133 -2.81250
N -2.39652 -5.81169 -1.10731
C 0.72775 -3.55467 -3.70989
C 1.16127 -4.90460 -4.58559
C 2.68934 -5.29349 -4.02793
C 3.75539 -4.02837 -3.84442
C 5.30345 -4.26205 -3.26036
C 5.77560 -5.78487 -2.84720
C 4.71315 -7.01928 -3.04771
C 3.17276 -6.80686 -3.62289
C 0.81177 -2.12222 -4.50284
N 1.23581 -1.90314 -5.96988
S 1.08772 -0.14416 -6.14560
N 0.57785 0.43278 -4.55434
C 0.43891 -0.77234 -3.65044
H -2.85597 5.54093 0.33653
H -2.36261 3.99467 1.31247
H -1.03166 5.34447 1.05888
H -1.91513 4.71886 -1.80436
H -0.25855 4.21762 -0.96373
H -1.71549 2.18777 0.21724
H -3.01444 2.40749 -1.13365
H -0.14287 2.36446 -2.50346
H -1.63011 1.23359 -2.86129
H 0.72381 0.82453 -0.75455
H -0.95454 0.18463 -0.18358
H 1.07899 -5.98242 -1.85525
H 0.33000 -5.24961 -0.28736
H -1.82126 -7.12892 -3.81363
H -0.14607 -7.70430 -3.07226
H -1.75615 -8.31286 -2.27523
H -2.24849 -5.01601 -0.44699
H 0.39271 -5.75372 -4.34547
H 1.16966 -4.72087 -5.74285
H 3.47981 -2.90244 -4.09099
H 6.03202 -3.34791 -3.13042
H 6.87333 -5.89555 -2.40711
H 5.03263 -8.10554 -2.74158
H 2.39981 -7.68205 -3.73571
C -0.16223 5.40144 4.30903
N -0.73089 5.59511 5.71765
C -0.11490 6.86393 6.30174
C -0.33747 4.41193 6.58497
C -2.26988 5.78608 5.67891
C -3.05958 4.57849 5.14573
O -2.68677 4.26376 3.81070
H 0.92205 5.53798 4.35663
H -0.36771 4.38239 3.97457
H -0.61033 6.14659 3.64668
H 0.97146 6.73991 6.34266
H -0.51778 7.01257 7.31016
H -0.37944 7.70653 5.65585
H -0.71820 3.49374 6.13520
H -0.76633 4.55913 7.58357
H 0.75498 4.37163 6.64165
H -2.45246 6.66103 5.04302
H -2.58691 6.01551 6.70249
H -4.12745 4.81577 5.15042
H -2.91122 3.69267 5.77411
H -3.19798 3.47339 3.53835
```

The spin multiplicity is 1. For the strongest force on any atom, the calculation gives 6.81 eV Å⁻¹. Its LUMO energy is -2.98 eV. As for the gap between HOMO and LUMO: 6.338 eV. As for the charge: +1.